(1)
7
Properties=species:S:1:pos:R:3:forces:R:3 method="wB97M-V/def2-TZVPD" lumo_energy_ev=3.563 largest_force_ev_per_a=1.79 homo_ev=-4.8 homo_lumo_gap_ev=8.408 de_lowest_kcal_mol=65.85 smiles="O=[N+]([O-])OC([O-])=S" total_charge=-1
C 1.3195 -0.3131 -0.1952 -0.886 -1.524 -0.292
N -1.2565 0.2515 0.1179 -0.011 -0.096 -0.004
O 1.0803 -1.3985 -0.5916 -0.221 0.137 -0.130
O -1.3188 -0.6810 0.8803 0.153 -0.892 0.714
O -0.1022 0.6851 -0.2786 0.530 0.663 -0.393
O -2.2278 0.8496 -0.2912 -0.748 0.576 -0.442
S 2.5056 0.6064 0.3583 1.183 1.135 0.547


(2)
12
Properties=species:S:1:pos:R:3:forces:R:3 method="wB97M-V/def2-TZVPD" lumo_energy_ev=0.346 largest_force_ev_per_a=4.93 homo_ev=-10.2 homo_lumo_gap_ev=10.507 de_lowest_kcal_mol=0.00 smiles=C[C@@]1(Cl)[C@H](Br)C1(Cl)Cl
C 0.2848 1.0950 0.6229 0.580 -0.303 -1.055
C -0.4925 -0.1423 0.1069 -0.667 3.967 -0.159
C 0.3398 0.7107 -0.8750 -0.666 0.021 0.628
C -0.0794 -1.4552 0.4185 0.188 -4.727 -1.405
Cl -2.2615 0.0621 -0.0902 0.700 -0.400 0.302
Cl 1.8085 0.0091 -1.5742 -0.351 0.247 0.434
Cl -0.5190 1.7064 -2.0326 0.387 -0.168 0.049
Br -0.6487 2.6894 1.1141 0.478 -0.296 0.155
H 1.2741 0.9439 1.1246 -1.281 0.041 -0.164
H -0.0294 -1.9406 -0.6354 -0.802 -0.154 1.733
H -0.6261 -2.0853 1.1915 0.227 1.140 -1.244
H 0.9494 -1.5932 0.6287 1.208 0.633 0.727


(3)
11
Properties=species:S:1:pos:R:3:forces:R:3 method="wB97M-V/def2-TZVPD" lumo_energy_ev="-6.008 / -6.010" largest_force_ev_per_a=6.34 homo_ev="-14.3 / -14.3" homo_lumo_gap_ev="8.334 / 8.330" de_lowest_kcal_mol=71.84 total_charge=+1
C 0.5484 -0.1548 0.0838 1.903 -0.130 0.244
N 1.6593 -0.1484 -0.6303 0.328 -0.390 1.445
N -0.5992 0.1573 -0.3505 -0.525 2.373 -5.859
N -1.6894 0.1802 0.3406 -0.799 -1.904 0.210
O 0.7728 -0.4892 1.3334 0.525 -0.294 0.296
H 1.8961 0.0135 -1.5744 -0.605 0.343 -0.972
H 2.4015 -0.4067 -0.0243 1.107 -0.214 0.037
H -0.6595 0.7306 -1.9551 0.429 -1.224 4.102
H -2.4253 -0.1144 -0.2143 -1.961 -0.979 -0.598
H 0.0315 -0.5554 1.9443 -0.483 0.051 -0.291
H -1.9362 0.7874 1.0469 0.080 2.368 1.386


(4)
18
Properties=species:S:1:pos:R:3:forces:R:3 method="wB97M-V/def2-TZVPD" lumo_energy_ev=0.880 largest_force_ev_per_a=1.94 homo_ev=-8.9 homo_lumo_gap_ev=9.805 de_lowest_kcal_mol=18.12 smiles=CCS.CCS
S -3.5515 -2.0783 -0.1577 0.853 0.130 0.299
C -6.2302 -1.8893 0.3163 0.215 0.970 -0.252
C -5.1050 -1.2193 -0.5496 -0.412 -0.959 -0.356
H -2.7612 -1.1114 0.3552 -0.400 -0.028 -0.091
H -7.1781 -1.3422 0.1797 0.249 -0.274 0.047
H -5.9382 -1.8275 1.3782 -0.196 -0.058 -0.426
H -6.3950 -2.9488 0.0579 0.250 0.488 0.012
H -5.1754 -1.5169 -1.6135 -0.601 0.480 0.477
H -5.0582 -0.1140 -0.5117 0.042 -0.749 0.289
S 6.2766 0.2625 -0.8715 0.382 1.062 -0.095
C 4.5157 1.6962 0.5726 -1.115 1.062 1.178
C 5.9007 1.8583 0.0736 1.032 -1.481 -0.674
H 5.4938 0.5185 -1.9411 0.111 0.014 0.267
H 4.4459 2.5391 1.2806 -0.796 -0.254 0.060
H 4.3780 0.7552 1.1313 0.133 0.437 -0.290
H 3.7019 1.7890 -0.1662 0.529 -0.047 0.117
H 6.1036 2.7927 -0.4843 -0.170 -0.731 0.052
H 6.5767 1.8362 0.9500 -0.106 -0.061 -0.615


(5)
12
Properties=species:S:1:pos:R:3:forces:R:3 method="wB97M-V/def2-TZVPD" lumo_energy_ev=-0.148 largest_force_ev_per_a=2.92 homo_ev=-9.5 homo_lumo_gap_ev=9.381 de_lowest_kcal_mol=41.48
C 1.3978 0.9535 0.1678 -0.515 2.335 -0.009
C 0.6157 1.5690 -0.5465 1.511 -1.258 0.758
C 2.2486 0.3924 1.2719 -1.223 -1.947 -1.804
C -2.1761 -1.0715 -0.7911 0.870 0.893 -0.944
Br -1.9860 -0.0795 0.8755 -0.403 -0.609 -0.236
Br -0.4567 2.3190 -1.8035 0.208 -0.186 0.331
Br -4.0224 -1.3853 -1.3306 0.645 0.173 0.313
Br -1.1330 -2.7262 -0.8384 -0.382 0.547 0.192
H 3.0635 0.9161 1.7756 -0.385 0.486 -0.611
H 2.6255 -0.5370 0.7727 0.255 0.567 0.841
H 1.5089 0.0291 1.9865 0.259 0.047 0.387
H -1.6858 -0.3797 -1.5399 -0.840 -1.049 0.781


(6)
23
Properties=species:S:1:pos:R:3:forces:R:3 method="wB97M-V/def2-TZVPD" lumo_energy_ev="0.804 / 0.795" largest_force_ev_per_a=5.61 homo_ev="-7.5 / -7.3" homo_lumo_gap_ev="8.337 / 8.047" de_lowest_kcal_mol=131.82
C 0.3160 0.7157 -2.0238 -0.097 -3.090 -2.002
C -0.8721 0.2378 -1.2031 -2.771 -0.435 1.010
C 0.6649 -1.3468 0.2415 3.586 3.126 -2.978
C 1.2778 1.5527 -1.2741 0.232 -1.592 -0.143
C -0.5417 -0.5138 0.1655 -0.074 2.158 -1.974
C 0.6063 0.0007 0.9546 -0.419 -0.773 -2.919
C -1.8018 -0.9436 0.8173 -0.009 -1.720 1.255
C 0.7395 0.4718 2.3040 2.551 2.278 2.505
O 2.5553 1.7180 -1.7543 1.099 -0.904 -0.056
H 0.7895 -0.2554 -2.5214 -0.363 1.935 1.139
H -0.1288 1.2095 -2.9231 0.472 0.122 0.505
H -1.5453 1.1892 -1.0270 1.168 -1.760 0.259
H -1.6657 -0.5377 -1.6664 2.081 1.793 0.025
H 0.6610 -2.1658 0.8167 -0.186 -3.131 2.107
H 1.4953 -1.4494 -0.6426 -2.316 0.301 1.922
H 0.8365 2.4153 -0.8244 0.366 0.689 0.284
H -2.1655 -1.9595 0.5894 0.669 -0.040 -0.442
H -2.5966 -0.3588 0.3841 -0.545 0.816 1.078
H -1.6060 -1.0466 1.9268 -1.015 0.884 -0.941
H 0.7472 1.6769 2.4258 -0.577 -2.706 -0.488
H 1.8340 0.2581 2.7258 -2.395 -0.008 -0.642
H -0.0514 0.0299 2.9637 0.707 0.466 -0.169
H 3.1307 0.8986 -1.9643 -2.165 1.593 0.666